## P
The following is a DFT calculation (the ωB97M-V functional and the def2-TZVPD basis) of a gas-phase ion, ClH2NO2P (charge -1).

ORCA input file:
```
! wB97M-V def2-TZVPD RIJCOSX def2/J DEFGRID3
* xyz -1 1
O -1.839 1.888 -1.914
P -2.384 0.795 -1.084
Cl -2.659 1.524 0.791
N -0.670 0.195 -0.461
O 0.262 -0.335 0.749
H -0.238 -0.281 -1.249
H 0.294 0.503 1.383
*
```

Kohn-Sham gap ... 7.520 eV
Molecular weight ... 114.45 g mol⁻¹
HOMO energy ... -3.529 eV
Lowest unoccupied orbital energy ... 3.99 eV
SMILES string ... [O-]P(Cl)NO

Charges per atom according to Mulliken partitioning, unit e:
1. O -0.49
2. P 0.10
3. Cl -0.32
4. N -0.20
5. O -0.54
6. H 0.14
7. H 0.30



## Q
The following is a DFT calculation (the ωB97M-V functional and the def2-TZVPD basis) of 2 unconnected molecules or ions with the total composition ClH2NO2P.

ORCA input file:
```
! wB97M-V def2-TZVPD RIJCOSX def2/J DEFGRID3
* xyz -1 1
N 0.365 -0.047 -0.096
O -1.551 1.542 -0.889
O 0.543 -2.338 -0.295
P -0.472 1.308 0.116
Cl -1.311 1.814 2.037
H 1.321 -0.065 0.209
H 1.106 -2.213 -1.081
*
```

Kohn-Sham gap (alpha / beta) ... 6.030 / 6.058 eV
Molecular weight ... 114.45 g mol⁻¹
HOMO energy (alpha / beta) ... -3.627 / -3.655 eV
Lowest unoccupied orbital energy (alpha / beta) ... 2.40 / 2.40 eV

Charges per atom according to Mulliken partitioning, unit e:
1. N -0.22
2. O -0.53
3. O -0.83
4. P 0.42
5. Cl -0.32
6. H 0.25
7. H 0.22



Short version: P, Q, most stable first.